[1]
The following is a quantum chemistry calculation of 2 unconnected molecules or ions with the total composition C7H11FN2 at a distorted geometry, from OMol25.

ORCA input file:
```
! RIJCOSX wB97M-V def2-TZVPD def2/J DEFGRID3
* xyz 0 1
H -1.6949 -2.5485 -1.0892
H -2.5526 0.2726 -2.0198
N -0.9393 -0.5404 -0.6508
C 2.3234 1.3665 0.9915
H 3.1056 1.9759 1.2744
H -0.1497 -2.3642 -0.4344
H -1.8520 1.2777 -0.9171
H -0.5031 -1.9989 -2.0446
C 1.3356 -0.6347 0.1296
C 1.0734 1.9307 0.9099
C -0.7937 -1.8950 -1.0711
N 0.0089 1.2687 0.4928
H -1.0046 0.7854 1.5024
C 2.3890 0.0299 0.6609
C 0.1518 0.0378 -0.0490
H -2.9531 0.0155 -0.4271
H 1.3348 -1.5801 -0.2469
H 3.4101 -0.5451 0.8489
F -1.4261 0.0088 1.9159
C -2.1087 0.2826 -0.9349
H 0.8455 2.8548 1.1587
*
```

Its SMILES is CN(C)c1ccccn1.F. The calculation puts the gap between HOMO and LUMO at 0.33020 Eh. The HOMO energy is -8.1465 eV. The calculation puts the energy relative to the best compared isomer or geometry (same formula, charge and spin) at 0.0 kJ/mol.


[2]
The following is a quantum chemistry calculation of a single C3H5ClS molecule at a distorted geometry, from OMol25.

ORCA input file:
```
! RIJCOSX wB97M-V def2-TZVPD def2/J DEFGRID3
* xyz 0 1
H 0.0333 0.6149 -1.8214
C 0.1247 -0.1512 -1.0652
C -1.0448 -0.1953 -0.0559
S 1.1794 -0.6660 1.5426
H -1.4356 -1.1088 0.2832
H 2.3795 -0.1468 1.6309
H 0.1491 1.3222 0.5937
H 0.5711 -1.0656 -1.2308
Cl -2.2258 1.0791 -0.2720
C 0.2692 0.3174 0.3949
*
```

Its SMILES is S[C@H]1C[C@@H]1Cl. The calculation puts the gap between HOMO and LUMO at 0.37084 Eh. The HOMO energy is -9.2325 eV. The calculation puts the energy relative to the best compared isomer or geometry (same formula, charge and spin) at 50.2 kJ/mol.


[3]
The following is a quantum chemistry calculation of a molecular structure, C35H52OP4Sn at a distorted geometry, from OMol25.

ORCA input file:
```
! RIJCOSX wB97M-V def2-TZVPD def2/J DEFGRID3
* xyz 4 1
Sn 0.2446 0.1944 -0.6176
H 1.4003 -3.4555 3.3277
H -1.4690 3.7359 -0.0829
H 4.3323 2.4348 -0.3735
H 1.7797 -3.6226 0.9913
H -3.7707 0.3454 3.5534
C 0.2559 -1.7339 2.7281
P 2.6576 1.1264 0.8604
H -4.0067 4.3928 5.0388
H 2.8459 3.3798 -0.0295
C -1.9674 -1.4516 -4.7258
H 3.9018 -1.7447 -1.4455
C -0.7579 -3.5619 -4.5373
H 4.7526 0.0148 0.2128
C -4.0197 -1.3375 -0.5566
H -1.6053 -2.8111 -6.3687
H -4.9307 -3.2964 -0.3918
C -0.6690 4.0398 -0.7683
H -0.2539 1.3552 1.2780
H -0.6086 -3.9382 0.5476
C -3.6368 -2.8557 1.2786
C -3.3856 1.3681 3.5910
H 4.4548 -0.0386 1.9860
H 0.2063 4.3401 -0.1802
C -4.2584 -2.5667 0.0607
C -3.1641 -0.4058 0.0251
H 0.1886 -2.0727 1.6878
H 3.5487 -1.1320 0.8938
H -4.5259 -1.1036 -1.4996
P -0.2330 2.6783 -1.9066
C -4.0116 2.3354 4.3793
H -0.8424 3.2928 2.3292
H -0.4171 -4.5050 -4.9775
C 1.8422 -0.1535 -4.1516
C 3.9910 -0.1296 0.9923
H -1.9802 5.0047 3.7174
C -1.7070 -1.1628 -3.3983
H 1.0496 -0.9085 -4.2288
C 1.0324 -2.1114 4.9874
H 0.0987 -3.9486 -2.5582
H 4.0295 3.0730 1.2809
H 2.6761 -0.4479 -4.8032
H 0.5336 -0.5760 6.4316
H 4.4322 0.6996 -3.6663
O 0.0201 -1.4824 -1.7955
C -0.2286 -0.1104 4.4769
C 1.4315 -4.5346 0.4921
H 4.7666 0.6598 -1.9061
C -1.7371 3.0300 2.8972
H 0.6548 4.3456 -3.3932
H -1.0077 4.9075 -1.3507
H -1.7115 3.6779 -3.5339
H 2.1735 0.5206 3.1753
C -2.2349 1.7087 2.8658
H -2.5542 -0.7451 -5.3202
H -0.6681 0.8397 4.7881
P 2.4740 -0.0152 -2.4361
C 0.4532 -0.9056 5.3930
C 3.5626 2.6512 0.3791
H -1.5390 1.9249 -3.8257
H 1.5521 -2.7379 5.7101
H -3.8458 -3.7892 1.7981
H -0.2951 -5.6381 -0.1453
P -1.2930 0.4629 1.9627
H 1.4421 2.7688 -3.6895
H 1.9189 3.7551 -2.2745
C 3.0666 -1.7306 -2.1575
C 0.9393 -2.5191 3.6488
C 2.3526 1.4626 2.6370
H -2.3156 -2.1768 2.8318
H 2.2478 -2.3457 -1.7607
H -2.5880 2.5080 -2.5098
C 0.1155 -4.7257 0.2978
C 4.0257 0.9275 -2.6705
C -0.3572 -0.5296 3.1401
C -2.3775 3.9884 3.6782
H 1.4391 0.8063 -4.4966
C -2.4695 -0.7228 1.2179
H 3.8131 2.0030 -2.6096
C -2.7787 -1.9327 1.8730
C -3.5131 3.6444 4.4182
H 2.1983 -5.2514 0.1736
H -2.0858 -0.2699 -2.8966
C -0.4474 -3.2691 -3.2188
H -4.8842 2.0571 4.9712
H -3.0258 0.5808 -0.4326
H 3.2360 1.9730 3.0521
C -1.4703 -2.6291 -5.2951
C 1.0787 3.4525 -2.9128
H 1.4732 2.1098 2.7551
C -0.7756 -1.9819 -2.7432
H 3.3870 -2.1557 -3.1189
C -1.6520 2.6931 -3.0516
*
```

The calculation puts the gap between HOMO and LUMO (spin up / spin down) at 0.19993 / 0.16802 Eh. The HOMO energy (spin up / spin down) is -18.9669 / -18.9666 eV. The calculation puts the energy relative to the best compared isomer or geometry (same formula, charge and spin) at 36.6 kJ/mol.


[4]
The following is a quantum chemistry calculation of a single C4H11N3OS molecule at a distorted geometry, from OMol25.

ORCA input file:
```
! RIJCOSX wB97M-V def2-TZVPD def2/J DEFGRID3
* xyz 0 1
H 0.0961 0.6750 3.9296
C 1.0537 1.3345 -1.4054
C 0.1027 -0.8271 -1.1111
N 0.0211 0.0239 3.0131
H -0.2456 -1.7530 1.1658
C -1.2275 -1.0168 -0.4018
S -0.8210 0.5115 1.6779
H 1.3512 1.3029 -2.5463
H 0.6827 2.8297 -0.0820
N 0.6901 0.4211 -0.6388
H -1.9174 -0.2803 -0.7901
H -0.1006 -0.7618 -2.1809
C -1.1380 -1.1187 1.0726
H -1.5875 -1.9563 -0.8509
O -2.0885 0.9168 2.4674
N 1.1988 2.5661 -0.9601
H 1.0675 -0.0160 3.0419
H 0.7686 -1.7302 -1.0353
H -2.0688 -1.3429 1.6336
H 1.5529 3.4245 -1.5221
*
```

The calculation puts the gap between HOMO and LUMO at 0.32158 Eh. The HOMO energy is -8.0380 eV. The calculation puts the energy relative to the best compared isomer or geometry (same formula, charge and spin) at 195.2 kJ/mol.


[5]
The following is a quantum chemistry calculation of a single CH5ClN2 molecule at a distorted geometry, from OMol25.

ORCA input file:
```
! RIJCOSX wB97M-V def2-TZVPD def2/J DEFGRID3
* xyz 0 1
H 1.4206 -0.6907 -1.6577
N -0.3800 0.9565 0.5691
H 0.3357 0.7466 1.3564
H 0.0833 1.1713 -1.2511
Cl 2.6941 0.2384 0.3210
H -1.3309 0.6264 0.8843
C 1.1559 -0.5178 -0.6279
H 0.8671 -1.3664 -0.0411
N 0.0340 0.3998 -0.6052
*
```

Its SMILES is NNCCl. The calculation puts the gap between HOMO and LUMO at 0.36986 Eh. The HOMO energy is -8.9986 eV. The calculation puts the energy relative to the best compared isomer or geometry (same formula, charge and spin) at 97.9 kJ/mol.


[6]
The following is a quantum chemistry calculation of a gas-phase ion, C6H14Cl2N2P (charge +1) at a distorted geometry, from OMol25.

ORCA input file:
```
! RIJCOSX wB97M-V def2-TZVPD def2/J DEFGRID3
* xyz 1 1
C -1.4874 0.1444 -2.3509
H 3.8206 -1.7751 2.7480
C -0.9095 -0.1684 1.4286
P 0.7665 0.4833 -0.5405
C 3.2875 -1.5063 0.5596
H -1.3019 2.6670 -1.1743
H -1.3578 -1.3923 -0.3859
H -2.6264 0.3028 -2.5707
C -1.6760 -0.4310 0.1192
Cl 1.3227 2.3025 -0.9812
H -1.4685 0.4636 2.0497
H -0.6878 -1.1974 2.0147
Cl 3.2516 0.1795 0.1918
H 1.2447 0.4641 1.6830
H 3.3082 -3.1135 1.8594
C 3.4660 -2.0507 1.7452
H -1.5472 2.1699 0.3138
N -1.2364 0.5613 -0.8906
N 0.3443 0.4702 1.0476
H -1.0455 0.8816 -2.9702
H -2.9128 2.0289 -0.6069
H -2.7104 -0.4292 0.2207
H 3.1344 -2.1186 -0.3565
H -1.1680 -0.7890 -2.5434
C -1.8109 1.8523 -0.6103
*
```

The calculation puts the gap between HOMO and LUMO at 0.36406 Eh. The HOMO energy is -12.5901 eV. The calculation puts the energy relative to the best compared isomer or geometry (same formula, charge and spin) at 26.1 kJ/mol.


[7]
The following is a quantum chemistry calculation of 2 unconnected molecules or ions with the total composition C19H34BrF9N3O6P at a distorted geometry, from OMol25.

ORCA input file:
```
! RIJCOSX wB97M-V def2-TZVPD def2/J DEFGRID3
* xyz 0 1
H 1.7036 3.6769 5.4907
H 1.9276 2.5928 2.7146
F -1.5232 2.7666 -3.8842
O -3.2273 0.0040 2.8885
F -0.3117 -1.1327 -4.4513
H 3.4681 -0.8604 0.2127
C 1.0040 2.4114 0.1613
H -1.4498 -6.9984 -2.2937
C 0.0893 1.9726 -1.0068
H 0.3148 -3.3784 -2.5390
C 0.9873 4.2778 4.9218
H 1.5516 5.0497 4.3917
C 1.7618 0.1734 0.7489
F 1.7706 -0.2433 -3.3238
C -4.2417 0.5278 0.8512
H -3.7775 1.0209 -0.0097
N -0.9942 2.0602 1.7111
C -0.4587 0.0930 -3.9330
H 1.9457 1.6663 -2.0378
P 2.2340 -0.2932 2.5087
N 2.5407 -0.6890 -0.1591
H 0.3104 4.7363 5.6457
H -5.2945 0.8212 0.8805
H 0.9943 -6.7026 0.1744
N 3.8927 0.1994 2.5703
H -0.2274 3.8738 1.0772
H -0.5228 2.8566 -1.2251
C -1.3218 2.2848 -5.1026
H 0.7166 -0.1275 0.6151
H 1.4125 4.2430 2.4517
H -1.0151 -4.0893 -1.6051
C 0.1033 -6.1386 0.4655
C -0.3205 1.0908 -5.1301
O -3.2452 2.1655 2.4911
C -0.0847 -3.5194 -1.5355
C 0.2337 3.3365 3.9470
H 3.8954 1.2073 2.4368
F -1.6799 0.1068 -3.4084
Br -0.0537 1.6385 4.8647
F -2.4711 1.8713 -5.5546
F 0.9181 1.5078 -5.3061
C 0.3959 -4.6529 0.4871
H -0.2859 -2.5441 -1.0966
C -0.5803 -6.9755 -1.6380
H -4.1844 -0.5508 0.7223
O 2.0809 1.5110 0.3961
H 0.1964 -6.3644 -2.1036
O 0.8935 -4.2018 -0.7654
H 1.3914 -2.2807 2.8010
H 0.7162 2.4014 -3.0274
O -0.9903 -6.4425 -0.3900
H -0.7369 3.8013 3.7733
C 0.6134 0.2165 -2.8172
H -2.6468 2.7457 0.5903
C -2.2565 2.7373 1.6285
H -1.0057 1.1768 1.2215
H 1.1777 -4.4589 1.2292
C -3.5303 0.8621 2.1526
H -0.2135 -7.9995 -1.5086
H 2.0488 -1.5494 -0.3623
F -0.8899 3.2689 -5.8371
F 0.2637 -0.6483 -1.8522
H 4.2632 -0.0350 3.4846
C 1.0422 3.2255 2.6386
F -0.6196 0.4087 -6.2379
H -2.1902 3.7831 1.9262
H -0.4956 -4.0881 0.7790
C 0.8821 1.6175 -2.2902
O 2.2378 -1.9610 2.4615
H 1.4887 3.3251 -0.2086
H -0.6043 1.1733 -0.7326
C 0.1647 2.8929 1.3863
H -0.1819 -6.4548 1.4741
*
```

Its SMILES is CC(=O)OCN[C@@H](C[C@H](C)Br)[C@H](CCC(F)(F)C(F)(F)C(F)(F)C(F)(F)F)O[C@@H](N)P(N)O.COCCOC. The calculation puts the gap between HOMO and LUMO at 0.28970 Eh. The HOMO energy is -7.5371 eV.


[8]
The following is a quantum chemistry calculation of a single C19H25N3OS molecule, from OMol25.

ORCA input file:
```
! RIJCOSX wB97M-V def2-TZVPD def2/J DEFGRID3
* xyz 0 1
C -1.7002 0.5546 6.4901
C 1.3266 -0.4637 -1.8673
C -0.2104 -1.0210 -4.5712
N 0.0888 0.5355 3.2952
H -0.4039 0.8111 -0.1711
C -0.8705 -1.5870 -1.5509
H 2.1452 -2.3220 -2.5989
C -0.4825 -2.5498 -2.6796
H 0.0415 -0.4703 3.2052
H -0.6861 4.4809 7.1978
C 0.7084 1.2091 2.2852
N -0.2278 -1.8196 -6.8945
H -1.3720 -2.9116 -3.1991
C 0.3594 -1.1977 -5.9385
H 0.0325 -3.4161 -2.2510
N 0.4144 -1.9608 -3.6503
H -1.2768 -1.2436 -4.6414
H -0.0897 0.0271 -4.2596
H 2.2742 -0.1823 -1.4078
H -2.1475 -0.1616 7.1637
S 1.9421 -0.5736 -6.3729
H 2.2473 -0.9909 -3.7568
C -0.5532 2.3883 4.7625
H -1.0665 -0.9416 5.0970
C -1.7360 1.9039 6.7903
C 1.1855 0.2836 1.1764
H -0.1037 3.0938 4.0840
H -0.7255 4.8779 5.4753
C -1.1618 2.8305 5.9271
H 0.1227 -2.3540 -8.8909
H -1.4163 -0.7370 -1.9670
C 1.6093 -1.4570 -3.0031
C -1.2011 4.2917 6.2566
C 0.5164 -1.8569 -8.0232
C -1.0933 0.1143 5.3294
C -0.5144 1.0324 4.4567
H -2.2112 2.2426 7.6992
C 0.0058 -0.0973 0.2756
C 1.7217 -1.2384 -7.9421
H -0.7834 -0.5470 0.8854
H 1.6415 -0.6148 1.5982
O 0.8516 2.4098 2.2393
C 0.3857 -1.0847 -0.8333
H -2.2312 4.6275 6.3687
H 0.8898 -1.9467 -0.3785
H 1.9356 0.8226 0.5989
H 0.8689 0.4424 -2.2708
H 2.4803 -1.1340 -8.6905
H -1.5301 -2.0985 -0.8473
*
```

Its SMILES is Cc1cccc(NC(=O)CCC2CCN(Cc3nccs3)CC2)c1. The calculation puts the gap between HOMO and LUMO at 0.33300 Eh. The HOMO energy is -8.4185 eV. The calculation puts the energy relative to the best compared isomer or geometry (same formula, charge and spin) at 113.1 kJ/mol.


[9]
The following is a quantum chemistry calculation of a molecular structure, C14H12GaIN2O2Se4, from OMol25.

ORCA input file:
```
! RIJCOSX wB97M-V def2-TZVPD def2/J DEFGRID3
* xyz 0 1
Se -3.6407 -0.4936 0.6934
H 4.8726 -1.6432 2.2185
Ga -0.5091 0.4690 -0.1263
C 3.6394 -0.5150 3.5678
Se -1.8856 2.4022 -0.3775
N 1.4772 0.5191 0.1010
C 4.1686 1.7355 -2.9063
C 2.2227 0.8054 -0.9340
Se -1.4726 -1.3200 1.0837
O -0.3885 0.0191 -1.9855
H 2.2138 0.6601 4.6539
H -1.7440 0.3690 -4.3409
H -1.1240 -1.2612 -4.2198
C 2.5217 0.2958 3.6835
C 2.8112 1.2151 -3.2854
C 2.1744 0.1994 1.3024
C 1.7834 0.6558 2.5658
C 1.8416 0.8378 -2.3052
H 3.5582 -1.0432 0.2352
H 3.2752 0.9815 -0.7282
H 3.1817 1.3808 -5.3758
Se -3.3603 1.7246 1.3151
C 0.5892 0.3647 -2.7553
H 4.6943 2.0222 -3.8181
C -0.9272 -0.2818 -4.6580
C 3.2835 -0.6400 1.2017
H 5.8317 0.7957 -2.4366
C 2.4793 1.0976 -4.6009
H -0.9125 -0.3533 -5.7420
C 0.3833 0.2540 -4.1790
O 4.9046 0.7330 -2.1952
H 4.2002 -0.7839 4.4524
H 4.0788 2.6303 -2.2798
C 4.0185 -0.9880 2.3219
N 1.2891 0.6207 -5.0402
I 0.0952 1.8566 2.8212
*
```

The calculation puts the gap between HOMO and LUMO at 0.24945 Eh. The HOMO energy is -7.8863 eV.


[10]
The following is a quantum chemistry calculation of a single C6H12 molecule at a distorted geometry, from OMol25.

ORCA input file:
```
! RIJCOSX wB97M-V def2-TZVPD def2/J DEFGRID3
* xyz 0 1
C -1.0886 -0.1338 -0.2028
H 2.2577 -1.0783 0.1038
H -1.1843 -1.3860 1.6049
H -1.2553 -2.6006 0.2818
H -1.5119 2.0093 0.3201
H 1.7767 1.8136 0.3152
C 0.1473 -0.9634 -0.1507
H 0.2856 -1.4672 -1.1089
C -1.3636 1.0181 0.7764
H 0.5302 1.1356 -0.7397
H -1.5607 0.0355 -1.1734
H 2.2289 0.9621 -1.2013
H 1.4509 -0.2920 1.4624
C 1.5519 0.9718 -0.3436
H -2.2948 0.7729 1.2878
C -1.0049 -1.5631 0.5492
C 1.4514 -0.3828 0.3690
H -0.5814 1.1457 1.5355
*
```

Its SMILES is CC[C@H]1C[C@H]1C. The calculation puts the gap between HOMO and LUMO at 0.39679 Eh. The HOMO energy is -9.5725 eV. The calculation puts the energy relative to the best compared isomer or geometry (same formula, charge and spin) at 191.5 kJ/mol.


[11]
The following is a quantum chemistry calculation of a molecular structure, C30H25BrIrN3O5S3 at a distorted geometry, from OMol25.

ORCA input file:
```
! RIJCOSX wB97M-V def2-TZVPD def2/J DEFGRID3
* xyz 1 2
H -3.1115 -0.3095 -0.3144
H -3.7407 -5.2063 5.2616
H -0.7897 -1.9834 -3.6170
C -0.6158 -1.2890 2.4883
H -2.3402 3.5641 -5.1233
C 0.6446 -0.9293 -4.8128
C -3.1308 -4.8375 1.9498
S 0.5560 -2.6839 -1.2017
C -1.9755 2.1400 -3.5882
H -2.6092 -1.2949 1.6150
C 2.8572 -0.7724 -3.9064
C -1.7244 0.3757 -1.7453
C 2.2627 2.1912 0.1636
N 0.9539 2.0954 0.1488
H -4.4748 -6.0757 3.0682
C -1.5943 -0.9290 1.4868
H -0.9855 6.8804 0.8192
H -3.4206 -5.2476 0.9918
H -1.6680 -0.6149 -2.1966
H -0.1495 1.6690 -3.2560
H -2.5807 5.0245 0.5363
O 1.2526 -1.9115 -0.0535
H 1.5620 0.7622 -6.6409
C 0.2816 3.2960 0.3166
C -0.7164 -2.3142 3.3382
H -4.7937 3.5801 -4.7970
Ir 0.6297 0.1190 -0.1775
H -1.9751 -3.4903 5.3818
H 1.4513 6.4677 0.7830
H -4.3809 0.7170 -1.6733
N -2.2767 0.2610 -0.3827
C 2.4499 -1.4600 -2.7770
C -1.5187 4.8208 0.5212
O -0.4173 0.8973 -1.5685
O -0.6520 2.1941 -3.8926
H 2.8556 -0.4119 -6.8733
C -3.9221 1.3453 -2.4273
H 0.0156 -2.4054 4.1334
C 1.1887 4.3478 0.4787
C -4.1704 2.9494 -4.1771
S 2.9376 0.6171 -0.1473
H -1.6584 -3.5355 1.0980
C -2.8046 2.9471 -4.3657
H -5.8124 2.1296 -3.0498
C 1.9590 -0.4756 -4.9299
H 3.1492 1.0272 -5.9062
N -1.3061 -0.1714 0.4991
C 0.7506 5.6529 0.6632
C 1.1196 -1.8397 -2.6461
C 2.4031 0.2726 -6.1528
C -0.6139 5.8746 0.6813
H -1.7950 2.7120 0.2017
H 3.1639 -1.7183 -2.0059
C -3.2981 -4.8240 4.3519
H 3.8911 -0.4611 -3.9938
H -0.0583 -0.7359 -5.6134
O -0.8658 -2.3980 -1.0961
C -2.1513 -3.8582 2.0086
C -1.0891 3.5203 0.3384
C -3.7122 -5.3100 3.1170
C -1.7500 -3.3468 3.2469
C -4.7423 2.1406 -3.2016
S 2.8446 3.7786 0.4082
C 0.2273 -1.6200 -3.6902
O 0.9432 -4.0527 -1.2439
C -2.5346 1.3332 -2.5911
Br 0.9074 -0.1289 2.5586
C -2.3096 -3.8595 4.4201
*
```

The calculation puts the gap between HOMO and LUMO (spin up / spin down) at 0.23488 / 0.18914 Eh. The HOMO energy (spin up / spin down) is -10.9606 / -10.9583 eV. The calculation puts the energy relative to the best compared isomer or geometry (same formula, charge and spin) at 179.4 kJ/mol.